ORCA calculation (ωB97M-V/def2-TZVPD) on a 2-piece molecular cluster, C5H15NOS overall at a distorted geometry.

Geometry as XYZ:
```
23
Properties=species:S:1:pos:R:3:forces:R:3
C 0.53277 1.04090 1.66100 -0.8629 -0.6865 -1.0149
C 0.34645 1.80918 0.32631 -0.4492 -1.3720 0.2140
C 0.66412 0.88207 -0.85534 0.8922 -0.3345 -1.2533
N -0.06058 1.04312 -2.10818 -0.3107 0.2635 -0.3789
C -1.04565 0.05777 -2.52133 -0.1850 -0.4005 1.0230
C -1.84039 -0.52498 -1.31586 -0.4233 0.8256 -0.9659
S -3.40573 -1.29906 -1.97006 0.8989 -0.1183 0.7289
H -0.37029 0.53756 2.02635 -0.4079 0.8311 0.0780
H 1.05486 0.11162 1.40518 1.1808 0.5743 0.6045
H 0.93009 1.73133 2.39529 0.3662 -0.6261 0.3976
H -0.70080 2.08731 0.18819 0.2102 0.6607 0.2145
H 1.05417 2.63473 0.36777 -0.4357 0.3423 -0.4035
H 0.54269 -0.18144 -0.63491 -0.0986 0.1594 0.5316
H 1.74128 0.94433 -1.09463 -0.1471 0.1466 0.2610
H -0.25456 1.97565 -2.43593 0.1019 -0.0296 0.2835
H -0.60484 -0.76541 -3.09679 0.0254 0.0301 0.0373
H -1.81743 0.50085 -3.14614 0.2733 0.3161 -0.2573
H -1.26042 -1.18347 -0.68967 -0.0914 -0.5286 -0.0278
H -2.08358 0.34418 -0.69823 -0.3763 -0.2148 0.0456
H -3.09641 -2.55478 -1.59707 -0.1602 0.1589 -0.1176
O 3.38787 -3.42177 4.66844 1.0317 1.0686 0.7428
H 3.69295 -2.52335 4.94128 -0.2895 -1.1269 -0.2837
H 2.59339 -3.24633 4.18433 -0.7429 0.0606 -0.4593
```
Positions in Å, forces in eV/Å.

- structure (SMILES) = CCCNCCS.O
- relative energy (zero: lowest compared OMol25 entry of this formula, charge and spin) (kcal/mol) = 32.76
- calculated total energy (Eh) = -727.63351
- LUMO energy (eV) = 0.5
- Kohn-Sham gap (eV) = 8.91

---

ORCA calculation (ωB97M-V/def2-TZVPD) on a 2-piece molecular cluster, C5H15NP overall at a distorted geometry.

Geometry as XYZ:
```
22
Properties=species:S:1:pos:R:3:forces:R:3
C -1.22672 -1.35042 1.43733 -0.1972 0.8633 -2.1887
C 0.08055 0.53753 2.63878 -1.8754 0.7312 -1.0186
C 0.13321 -1.13844 -1.33811 1.2554 -1.0956 1.3244
C -0.29334 2.36572 -3.65036 -1.1389 -0.7249 1.1368
C 0.11861 -0.74042 1.71129 -0.8592 1.6096 0.6165
N 0.19367 1.78053 -2.63619 -0.4884 0.4036 0.3240
P 0.68975 -0.17971 0.07030 0.4063 0.7828 0.3486
H -1.07292 -2.20780 0.71549 -0.7568 0.7116 1.0658
H -1.81185 -1.59526 2.30994 -0.0086 -0.1790 0.1550
H -1.67820 -0.46782 0.89035 -0.8220 -1.3516 0.4386
H 1.08629 0.71027 2.83471 1.8238 0.0664 1.7102
H -0.65786 0.51986 3.53785 1.6427 -0.2426 -1.6228
H -0.05996 1.50929 2.05732 -0.8542 -1.2920 0.4932
H 0.62031 -2.15497 -1.20712 -0.7318 0.9795 -0.2018
H 0.60328 -0.64746 -2.20233 -1.1154 -0.1635 -0.0387
H -0.94793 -1.20755 -1.11597 0.4252 0.1005 -1.3461
H -1.32258 2.47733 -3.95617 -0.5086 -0.7793 0.4315
H 0.35567 2.84343 -4.26439 1.8356 1.8155 -2.1008
H 0.75571 -1.46463 2.14289 1.1608 -0.6633 0.2669
H 1.16109 2.09929 -2.64487 0.4071 -0.6394 0.2080
H 2.03997 -0.03593 0.10505 1.1591 -0.4572 -0.0763
H 0.47748 1.20299 -0.11855 -0.7595 -0.4756 0.0744
```
Positions in Å, forces in eV/Å.

- relative energy (zero: lowest compared OMol25 entry of this formula, charge and spin) (kcal/mol) = 41.88
- total charge = +1
- calculated total energy (Eh) = -595.27638
- LUMO energy (eV) = -2.7
- Kohn-Sham gap (eV) = 11.29

---

ORCA calculation (ωB97M-V/def2-TZVPD) on a 2-piece molecular cluster, C5H15NSi overall at a distorted geometry.

Geometry as XYZ:
```
22
Properties=species:S:1:pos:R:3:forces:R:3
C -0.33656 -1.40360 -0.19731 1.7906 1.1594 0.9267
C -1.17814 -0.16706 -0.00487 0.0821 1.8112 0.4947
C -1.75148 -0.24842 1.43923 -0.2934 1.1600 -1.0746
C -2.28239 0.04195 -1.05885 0.6857 0.9481 -0.1793
N -0.21763 0.97707 -0.18809 -1.1516 0.6640 1.0913
Si 0.19541 2.50188 0.18632 1.2721 -2.1442 -1.6024
H -0.55606 -2.04882 0.63086 -0.0515 -1.0679 -0.2047
H -0.37928 -1.83265 -1.17054 -0.0833 -0.5335 -0.6447
H 0.70148 -0.98680 -0.00767 -1.0022 -1.1091 -0.3784
H -1.79978 0.70607 1.93742 -0.3794 0.6739 -0.1839
H -1.16445 -0.81726 2.11042 0.6984 -0.9678 0.4217
H -2.74076 -0.65503 1.33614 -0.5079 -0.3515 0.4091
H -2.58683 1.10322 -1.03894 -0.4050 -0.5825 0.2793
H -1.80787 -0.04569 -2.01743 0.4200 -0.0878 -0.6647
H -3.11258 -0.64843 -1.11375 -0.2636 -0.1877 0.6444
H 1.56802 2.47253 -0.46273 -0.5345 0.9375 0.5471
H -0.20683 3.81857 0.77078 -0.3197 -0.3652 0.1305
C 3.49469 -0.54386 -0.20060 0.3372 -1.1962 -0.5960
H 3.86554 -0.87224 0.78671 -0.1268 -0.5060 -0.7320
H 4.31065 -0.07160 -0.71113 0.3461 1.5175 0.2968
H 3.39272 -1.31593 -1.02534 -0.7687 0.0703 1.6943
H 2.59217 0.03611 -0.00061 0.2555 0.1575 -0.6750
```
Positions in Å, forces in eV/Å.

- structure (SMILES) = CC(C)(C)N=[SiH2].C
- relative energy (zero: lowest compared OMol25 entry of this formula, charge and spin) (kcal/mol) = 74.88
- calculated total energy (Eh) = -543.63614
- LUMO energy (eV) = 0.1
- Kohn-Sham gap (eV) = 8.89